This record from the Open Molecules 2025 dataset describes C16H21N3O3S2 in the gas phase. The level of theory is the ωB97M-V functional and the def2-TZVPD basis.

Summary:
LUMO   0.4398 eV
Energy above the lowest of the compared OMol25 structures with the same formula, charge and spin   0.000 eV
HOMO-LUMO gap   8.252 eV
SMILES string   O=C(CCCSc1nc2sc3c(c2c(=O)[nH]1)CCC3)NCCCO
Highest occupied orbital energy   -7.812 eV

Geometry as ORCA input:
```
! wB97M-V def2-TZVPD RIJCOSX def2/J DEFGRID3
* xyz 0 1
O 1.12568 -3.47167 -1.68382
C 0.25695 -2.65647 -1.44841
C -1.12093 -3.05094 -0.92758
C -1.01997 -4.16688 0.11328
C -0.73910 -3.65159 1.51637
S 0.92303 -2.91967 1.69104
C 0.59173 -1.23667 1.38825
N -0.62545 -0.81132 1.27211
C -0.77075 0.50522 1.02658
S -2.33104 1.23272 0.80895
C -1.57194 2.76681 0.56773
C -0.21698 2.71994 0.63978
C 0.27426 1.41981 0.90092
C 1.63048 0.94631 1.01730
O 2.65615 1.58028 0.88889
N 1.68205 -0.43018 1.28966
C 0.38078 4.06631 0.40248
C -0.84571 5.00317 0.48951
C -2.09806 4.12515 0.26372
N 0.41493 -1.33476 -1.66251
C 1.61975 -0.77018 -2.22812
C 1.29101 0.27563 -3.29255
C 0.56712 1.48709 -2.69850
O -0.74111 1.18971 -2.25133
H -1.64488 -2.18808 -0.51673
H -1.68007 -3.42083 -1.79075
H -0.22755 -4.85244 -0.19679
H -1.96009 -4.72202 0.15169
H -0.76370 -4.46868 2.23669
H -1.43860 -2.86952 1.80808
H 2.60476 -0.83950 1.38182
H 0.84280 4.10160 -0.58698
H 1.14889 4.31142 1.13488
H -0.89208 5.44223 1.48634
H -0.78694 5.81464 -0.23315
H -2.44210 4.17514 -0.77323
H -2.92973 4.41473 0.90662
H -0.31933 -0.67497 -1.44487
H 2.22462 -0.30015 -1.44265
H 2.19092 -1.59948 -2.65351
H 0.67241 -0.17664 -4.07241
H 2.22071 0.61686 -3.74798
H 1.10334 1.84282 -1.81599
H 0.53410 2.29947 -3.43678
H -1.27971 0.94824 -3.01402
*
```